{
  "formula": "C23H72N18O11",
  "method": "ωB97M-V/def2-TZVPD",
  "symbols": ["C", "O", "N", "N", "H", "H", "H", "H", "C", "O", "N", "N", "H", "H", "H", "H", "C", "O", "N", "N", "H", "H", "H", "H", "C", "O", "N", "N", "H", "H", "H", "H", "C", "O", "N", "N", "H", "H", "H", "H", "C", "O", "N", "N", "H", "H", "H", "H", "C", "O", "N", "N", "H", "H", "H", "H", "C", "C", "C", "O", "C", "N", "H", "H", "H", "H", "H", "H", "H", "H", "H", "H", "H", "C", "C", "C", "O", "C", "N", "H", "H", "H", "H", "H", "H", "H", "H", "H", "H", "H", "C", "C", "C", "O", "C", "N", "H", "H", "H", "H", "H", "H", "H", "H", "H", "H", "H", "C", "C", "C", "O", "C", "N", "H", "H", "H", "H", "H", "H", "H", "H", "H", "H", "H"],
  "positions_angstrom": [[2.24731, -3.12411, -3.60373], [3.33086, -2.59282, -3.87945], [1.24964, -2.54379, -2.92625], [1.96873, -4.34840, -4.14979], [0.52900, -3.13200, -2.53765], [1.50009, -1.65433, -2.52558], [1.23732, -4.85736, -3.66938], [2.78437, -4.89635, -4.36803], [0.27616, -5.17235, -0.24320], [-0.11352, -4.67036, -1.30594], [1.43681, -4.82339, 0.31612], [-0.45821, -6.03295, 0.51246], [1.92624, -4.10422, -0.19584], [1.81958, -5.29992, 1.10943], [-1.36926, -6.28651, 0.17056], [-0.15864, -6.33949, 1.41871], [6.78597, -2.07418, 0.81453], [5.65070, -2.43857, 1.15644], [7.57966, -2.84992, 0.04780], [7.28653, -0.89443, 1.22599], [7.38465, -3.83076, -0.02495], [8.51904, -2.49209, 0.00164], [6.76488, -0.44551, 1.95804], [8.21338, -0.63511, 0.94115], [4.20848, -0.12758, 5.19029], [4.00820, 0.46493, 4.14110], [5.44014, -0.60023, 5.60807], [3.23319, -0.79423, 5.86420], [5.45720, -1.22551, 6.38478], [6.22230, -0.45461, 4.99587], [2.29100, -0.82573, 5.51742], [3.51924, -1.30496, 6.67354], [-3.51291, -2.69395, -1.40990], [-2.92615, -2.52269, -2.48086], [-4.80082, -2.37862, -1.14540], [-2.98834, -3.38326, -0.36480], [-4.96762, -2.19846, -0.17224], [-5.28192, -1.81482, -1.84009], [-2.00396, -3.58260, -0.47593], [-3.48301, -3.64654, 0.46279], [1.15010, -2.95659, 4.19031], [0.02247, -2.57659, 4.50732], [2.06795, -3.33237, 5.09959], [1.50949, -3.21597, 2.91487], [1.65639, -3.43147, 6.01342], [2.98320, -3.63836, 4.82875], [2.24321, -3.89843, 2.87926], [0.96100, -2.90031, 2.13613], [3.38229, 1.13264, -2.83171], [4.15331, 1.42168, -3.74493], [2.97614, 1.96996, -1.85485], [3.00137, -0.13796, -2.57275], [2.40322, 1.70760, -1.07520], [3.31048, 2.91798, -1.80416], [3.14352, -0.79702, -3.33706], [2.53956, -0.36746, -1.68524], [-1.99506, 2.95502, -4.48430], [-0.80742, 3.87078, -4.13667], [-0.60403, 4.93051, -5.19437], [0.39601, 5.85762, -4.79297], [1.72549, 5.39625, -4.64086], [-1.32791, 4.38529, -2.87733], [-2.32186, 2.26071, -3.71459], [-1.72459, 2.35340, -5.36145], [-2.91529, 3.42425, -4.84385], [0.09665, 3.28465, -3.97303], [-1.53899, 5.40463, -5.50800], [-0.45646, 4.47438, -6.18457], [2.19060, 6.21295, -4.08640], [2.30481, 5.32947, -5.56489], [1.84774, 4.48342, -4.05651], [-0.71773, 5.11472, -2.51273], [-2.21270, 4.85650, -3.02475], [-8.61946, -0.49962, -2.59230], [-7.69275, -0.23793, -1.35636], [-6.45316, 0.62770, -1.66154], [-5.49805, -0.00561, -2.50580], [-4.45738, 0.91600, -2.86620], [-8.54726, 0.58221, -0.48115], [-8.20487, -1.11591, -3.39338], [-8.87101, 0.44439, -3.07476], [-9.49420, -1.07864, -2.29270], [-7.61384, -1.13213, -0.73375], [-5.90053, 0.86635, -0.74070], [-6.68093, 1.65364, -1.96789], [-4.90195, 1.69467, -3.48647], [-3.70341, 0.28249, -3.32850], [-4.05471, 1.35157, -1.94674], [-9.48833, 0.24163, -0.63440], [-8.33113, 0.34359, 0.47985], [0.42092, 2.18277, 2.60369], [0.13661, 3.28450, 3.60634], [-0.15012, 2.91427, 5.09048], [0.04521, 4.00539, 5.97071], [-0.41101, 3.71221, 7.27525], [1.39203, 4.07509, 3.63718], [0.59292, 2.67663, 1.65331], [-0.40466, 1.46473, 2.61065], [1.26691, 1.55477, 2.89351], [-0.55980, 4.07884, 3.32223], [0.44475, 2.00159, 5.21860], [-1.21677, 2.72592, 5.26213], [-1.42682, 4.08712, 7.42298], [0.19702, 4.37976, 7.89244], [-0.23635, 2.70099, 7.64137], [2.00452, 3.44998, 4.15670], [1.24261, 4.91462, 4.18204], [-0.55901, 1.48109, -0.78498], [-0.53444, -0.03446, -0.93492], [0.41302, -0.69441, 0.07530], [1.80097, -0.44694, -0.17290], [2.65417, -0.98458, 0.85044], [-1.87148, -0.55062, -0.63237], [0.40904, 1.85345, -1.13011], [-0.56866, 1.84944, 0.24017], [-1.25375, 2.03429, -1.41734], [-0.19517, -0.23037, -1.95761], [0.31871, -1.77599, -0.09325], [0.09851, -0.43720, 1.08785], [2.45152, -0.60000, 1.85263], [3.66744, -0.69882, 0.58279], [2.49780, -2.06438, 0.89608], [-2.64676, -0.22020, -1.19345], [-1.75620, -1.48803, -1.02358]],
  "forces_ev_per_angstrom": [[1.695, 0.023, -1.630], [-0.654, -0.085, 0.461], [-0.102, 0.256, 0.472], [-0.684, -0.816, 0.574], [-0.176, 0.228, 0.174], [-0.496, -0.076, 0.072], [0.021, -0.166, -0.219], [0.033, 0.120, -0.077], [-1.098, 0.295, -0.318], [-0.042, -0.564, 0.688], [0.991, 0.666, -0.266], [-0.477, -0.212, -0.539], [0.462, -0.246, 0.261], [0.192, 0.112, -0.102], [0.072, -0.080, 0.063], [-0.097, 0.014, -0.005], [-2.560, -1.214, 0.919], [0.761, 0.181, -0.141], [0.952, 0.749, -0.277], [0.416, 0.179, -0.179], [-0.018, 0.071, -0.065], [0.219, -0.799, -0.398], [0.166, 0.346, -0.201], [-0.091, 0.458, 0.374], [-0.004, -2.447, -1.795], [0.333, 0.665, 0.774], [0.002, 1.376, -0.218], [-0.367, 0.982, 0.656], [0.572, -0.158, -0.016], [0.090, -0.021, 0.317], [0.054, 0.158, 0.187], [-0.589, -0.221, 0.149], [-0.455, -1.300, -0.759], [-0.379, 0.109, 0.881], [-0.792, 0.454, -0.483], [1.769, -0.345, -0.316], [-0.455, 0.211, -0.043], [0.231, 0.147, 0.360], [-0.132, -0.347, 0.310], [-0.046, 0.117, 0.024], [-2.395, -0.466, -0.383], [0.843, 0.510, 0.072], [-0.121, -0.129, 0.767], [0.652, -0.026, 0.282], [0.630, -0.184, 0.119], [0.075, 0.011, 0.402], [0.105, 0.225, -1.041], [0.000, -0.277, 0.016], [1.488, -1.009, 0.184], [-0.846, 0.564, 0.106], [-0.284, 2.228, 0.784], [-0.475, -0.399, -0.715], [-0.015, -0.523, -0.104], [0.188, -0.182, -0.368], [0.309, -0.181, 0.575], [0.399, 0.147, -0.794], [0.510, -1.287, -2.249], [-2.921, -0.438, 0.434], [0.454, -0.628, -0.861], [-0.819, -0.027, -0.532], [0.326, 0.766, 0.309], [1.233, 1.200, 1.226], [0.527, 0.147, 0.312], [0.008, -0.286, 0.099], [0.197, 0.784, 0.313], [-0.079, -0.011, 0.098], [-0.054, 0.834, 1.169], [1.180, -0.377, 0.097], [0.166, -0.161, 0.145], [-0.401, -0.291, -0.299], [-0.208, -0.112, -0.099], [0.032, -0.061, 0.074], [-0.094, -0.112, -0.204], [1.206, -0.613, -0.162], [-1.544, 0.794, -0.800], [1.001, -0.601, 0.922], [-0.685, 0.543, -0.377], [-0.742, -1.053, 0.671], [-0.242, 0.476, 0.386], [0.543, 0.050, 0.198], [-0.286, 0.090, 0.301], [-0.210, 0.399, 0.212], [1.318, -0.513, -0.916], [-0.264, -0.364, 0.504], [-0.736, -0.290, -0.738], [0.417, 0.059, -0.262], [0.083, 0.402, -0.375], [0.153, 0.236, -0.051], [-0.179, 0.285, 0.214], [-0.028, 0.299, 0.120], [-1.242, -0.442, 0.994], [1.220, 2.281, 1.278], [-1.690, -0.321, -1.370], [0.990, -0.752, -0.351], [0.701, 1.641, 0.513], [0.215, -0.588, -0.180], [0.008, -0.349, -0.094], [-0.236, 0.157, -0.596], [0.385, 0.468, 0.079], [-0.674, -0.766, -0.544], [0.207, 0.140, 1.012], [-0.034, -0.965, -0.546], [-0.302, -0.611, -0.140], [-0.014, -0.179, 0.279], [-0.216, -0.182, -0.386], [0.670, 0.586, -0.001], [0.175, -0.107, 0.227], [1.584, 0.605, -0.194], [-0.545, 2.078, 0.398], [0.127, -0.774, -0.822], [-0.616, 0.738, 1.163], [-0.340, 0.235, -0.423], [0.996, -1.747, -0.139], [0.069, 0.059, -0.196], [-0.698, -0.363, 0.013], [-0.365, -0.341, 0.128], [-0.039, -0.320, -0.054], [-0.406, -0.275, 0.410], [0.176, 0.090, 0.104], [-0.266, 0.292, -0.088], [0.050, -0.383, -0.047], [0.454, -0.045, -0.171], [0.473, 0.787, -0.244], [-0.550, 0.083, 0.539]],
  "gap_ev": 8.20,
  "total_charge": 0,
  "e_tot_ha": -2732.8679,
  "de_lowest_kcal_mol": 101.3,
  "homo_energy_ha": -0.30860
}